{
  "formula": "C11H13Cl2N5",
  "method": "ωB97M-V with the def2-TZVPD basis set",
  "elements": ["C", "C", "C", "N", "N", "N", "N", "C", "N", "C", "C", "C", "Cl", "C", "C", "C", "C", "Cl", "H", "H", "H", "H", "H", "H", "H", "H", "H", "H", "H", "H", "H"],
  "coordinates": [[4.439411, 0.050612, -1.335668], [3.071682, 0.138156, -2.337333], [2.051266, 0.302571, -1.500103], [1.845376, -0.923460, -0.613835], [2.134708, -2.269293, -1.134042], [1.722927, -2.839704, -0.109099], [0.952728, -2.243677, 0.613986], [0.879135, -0.950307, 0.225416], [0.264268, -0.031039, 0.782328], [-0.849421, -0.377609, 1.921476], [-2.150926, 0.263285, 1.386323], [-2.799006, 1.105580, 2.149429], [-2.078812, 2.080456, 3.372343], [-4.211167, 1.664111, 1.611261], [-4.590930, 1.024707, 0.656346], [-3.966482, 0.097970, 0.074029], [-2.691177, -0.500818, 0.459229], [-2.136563, -1.683306, -0.719962], [4.407810, 1.051349, -0.749285], [4.412696, -0.778060, -0.669681], [5.308295, -0.035101, -2.096940], [3.171889, -0.731730, -2.895464], [3.388215, 1.205715, -3.039090], [1.902719, 1.077920, -0.979784], [1.220061, 0.379210, -2.189097], [0.191411, 1.069248, 0.466154], [-0.614479, 0.200688, 2.892977], [-0.702327, -1.251398, 2.174487], [-4.469633, 2.274829, 2.195811], [-5.672940, 1.272582, 0.224703], [-4.430734, -0.643489, -0.836913]],
  "forces_ev_per_angstrom": [[-0.374, 2.451, -2.934], [11.060, 3.867, -2.057], [-6.559, -6.728, -0.751], [1.319, 4.518, -6.809], [1.605, 3.364, 1.511], [1.498, -7.201, -3.117], [-5.002, 1.398, 5.923], [4.067, -4.906, -0.768], [-5.913, 7.820, 4.438], [1.714, 12.354, -2.258], [6.230, -4.752, 3.423], [-5.431, 5.322, -0.752], [0.073, -0.102, 0.397], [13.001, -5.115, 3.924], [-11.204, 1.095, -6.633], [4.391, -11.650, -6.939], [-6.460, 1.612, -5.549], [0.438, 0.461, 1.434], [0.578, -1.692, -0.948], [-0.087, -0.671, 0.370], [-1.035, 0.339, 1.782], [-0.650, -1.304, -1.312], [-1.421, -3.353, 1.901], [0.171, 6.123, 4.382], [-1.468, -0.355, 0.007], [0.567, -4.259, 0.754], [0.317, -0.691, -1.723], [0.398, -9.263, 1.542], [-4.790, 8.995, 7.511], [2.191, -0.430, 0.737], [0.778, 2.755, 2.514]],
  "e_lumo_ev": -0.2,
  "smiles": "CCCn1nnnc1NCc1c(Cl)cccc1Cl",
  "spin_multiplicity": 1,
  "mol_weight_g_mol": 286.17,
  "homo_ev": -8.5,
  "orbital_gap_ev": 8.2710
}

***

{
  "formula": "CHCl2O2P",
  "method": "ωB97M-V with the def2-TZVPD basis set",
  "elements": ["C", "O", "O", "P", "Cl", "Cl", "H"],
  "coordinates": [[0.587543, -0.675662, 0.012856], [-0.785717, 1.392554, 0.695801], [-0.995751, 1.388075, -0.687921], [0.494020, 1.055850, -0.205642], [1.201230, -0.839901, 1.662023], [1.160862, -1.552425, -1.284361], [-1.662189, -0.768491, -0.192756]],
  "forces_ev_per_angstrom": [[-1.491, -0.572, 1.156], [-0.458, 0.574, 3.893], [-1.670, 0.118, -3.661], [1.952, 1.581, -0.444], [-0.036, -0.615, -0.754], [0.659, -0.930, -0.409], [1.045, -0.156, 0.220]],
  "e_lumo_ev": [-0.6, -1.4],
  "spin_multiplicity": 1,
  "mol_weight_g_mol": 146.90,
  "homo_ev": [-9.2, -10.2],
  "orbital_gap_ev": [8.6311, 8.8386]
}

***

{
  "formula": "C6H19NO3Tl",
  "method": "ωB97M-V with the def2-TZVPD basis set",
  "elements": ["Tl", "C", "C", "C", "O", "C", "N", "H", "H", "H", "H", "H", "H", "H", "H", "H", "H", "H", "C", "O", "H", "H", "H", "H", "C", "O", "H", "H", "H", "H"],
  "coordinates": [[-1.230225, -1.299706, 0.869922], [2.847563, 1.900861, 1.556980], [1.582502, 1.065488, 1.855423], [0.312208, 1.958982, 1.570616], [-0.892106, 1.401859, 2.144735], [-1.940830, 2.331765, 2.284932], [1.518347, -0.150011, 1.020169], [2.941211, 2.768675, 2.209849], [2.722415, 2.266811, 0.537904], [3.847623, 1.472864, 1.626224], [1.655568, 0.787775, 2.906916], [0.168439, 2.184711, 0.513975], [0.580894, 2.892242, 2.065507], [-2.880620, 1.792354, 2.402931], [-2.064382, 2.975585, 1.414109], [-1.675992, 2.934671, 3.153534], [2.046377, 0.033618, 0.179002], [2.143673, -0.784406, 1.496214], [-2.743855, -2.662893, -2.702034], [-2.129482, -2.923418, -1.475778], [-3.540420, -3.371390, -2.929241], [-3.218299, -1.681597, -2.709127], [-2.052887, -2.566847, -3.539559], [-1.943502, -3.865168, -1.486405], [0.743685, -1.885739, -2.585769], [0.198309, -0.887033, -1.714782], [0.416620, -2.890725, -2.319054], [0.348613, -1.774857, -3.595578], [1.831520, -1.925378, -2.529688], [0.407033, -0.099094, -2.221927]],
  "forces_ev_per_angstrom": [[-0.131, -0.401, 0.033], [0.628, 0.389, -2.020], [-2.488, 0.068, 0.815], [1.977, -0.439, 1.157], [0.542, 1.071, -0.609], [-1.204, -1.228, -0.738], [3.450, 2.135, 1.461], [-0.658, 0.105, 0.641], [0.305, 0.230, -0.167], [-0.217, -0.807, 0.114], [-0.564, -0.220, 0.087], [-0.337, -0.048, -0.257], [-0.631, 0.531, 0.123], [0.166, -0.117, 0.661], [0.617, 0.643, -0.216], [0.052, 0.664, 0.758], [-0.764, -0.129, -1.771], [-0.268, -1.772, 0.468], [-1.848, 1.537, 1.823], [-0.609, 0.901, -1.952], [0.250, -1.284, -0.462], [0.365, 0.480, 0.433], [1.043, -0.616, -1.005], [0.291, -1.652, 0.433], [0.079, -1.490, -0.293], [-0.063, -0.046, 0.343], [-0.143, 0.001, 0.606], [0.436, 0.433, -0.231], [-0.016, 0.299, -0.377], [-0.259, 0.761, 0.142]],
  "total_charge": 4,
  "e_lumo_ev": [-19.4, -19.6],
  "spin_multiplicity": 2,
  "mol_weight_g_mol": 357.61,
  "homo_ev": [-24.6, -24.4],
  "orbital_gap_ev": [5.1809, 4.8154]
}

***

{
  "formula": "C2H3ClNOP",
  "method": "ωB97M-V with the def2-TZVPD basis set",
  "elements": ["C", "C", "N", "O", "P", "Cl", "H", "H", "H"],
  "coordinates": [[0.348966, 0.848672, 1.160135], [0.818872, 0.038625, -0.187081], [1.061610, 0.870586, 2.130055], [-0.312088, -0.770723, -0.356976], [-1.270805, -0.766299, -1.747820], [-2.760362, -1.782492, -0.952715], [-0.541622, 1.346922, 0.821105], [0.928055, 0.775349, -1.012417], [1.727376, -0.560640, 0.145714]],
  "forces_ev_per_angstrom": [[0.937, -0.339, -3.277], [0.069, 0.268, 1.946], [0.390, 0.124, 1.498], [-0.529, -0.889, -1.319], [1.624, 0.671, 0.620], [-0.946, -0.580, 0.339], [-0.849, 0.525, 0.781], [0.404, -0.526, 0.504], [-1.101, 0.745, -1.091]],
  "e_lumo_ev": [-1.0, -0.7],
  "spin_multiplicity": 1,
  "mol_weight_g_mol": 123.48,
  "homo_ev": [-9.3, -8.1],
  "orbital_gap_ev": [8.3665, 7.3362]
}

***

{
  "formula": "C17H23CrN6O2",
  "method": "ωB97M-V with the def2-TZVPD basis set",
  "elements": ["Cr", "C", "C", "C", "C", "C", "C", "C", "C", "C", "C", "H", "H", "H", "H", "H", "H", "H", "H", "H", "H", "H", "H", "H", "H", "C", "N", "C", "C", "C", "O", "N", "C", "O", "H", "H", "H", "H", "H", "N", "C", "N", "N", "C", "N", "H", "H", "H", "H"],
  "coordinates": [[-0.219598, -0.584112, -0.234217], [0.102705, -4.097763, -2.746546], [1.034730, -2.916834, -2.490109], [2.470735, -3.255642, -2.904940], [0.992456, -2.434306, -1.052088], [1.876297, -1.437766, -0.594322], [1.841309, -0.922431, 0.723362], [0.929256, -1.434664, 1.670700], [0.918905, -0.952538, 3.087289], [-0.020060, -2.353192, 1.183383], [0.002650, -2.834690, -0.144026], [0.217323, -4.429595, -3.776445], [-0.948362, -3.841402, -2.610083], [0.345715, -4.943238, -2.100031], [0.688921, -2.073433, -3.102861], [2.888951, -4.031923, -2.262692], [3.138222, -2.394442, -2.877905], [2.474130, -3.632518, -3.925866], [2.597649, -1.020147, -1.281656], [2.522936, -0.132988, 1.009726], [0.362074, -0.020486, 3.170724], [1.934207, -0.756184, 3.426710], [0.465485, -1.693692, 3.742643], [-0.820181, -2.680956, 1.834949], [-0.791364, -3.498100, -0.454579], [-2.323942, 3.549129, 2.869885], [-2.361771, 2.335331, 2.042775], [-3.523423, 1.772982, 1.663872], [-3.605499, 0.644120, 0.888937], [-2.368916, 0.115720, 0.525809], [-2.085411, -0.922035, -0.228236], [-1.206889, 0.663685, 0.912944], [-1.111568, 1.808622, 1.662344], [-0.068779, 2.320858, 1.983587], [-3.342016, 3.836264, 3.113497], [-1.829779, 4.346681, 2.320667], [-1.763428, 3.348260, 3.779264], [-4.413625, 2.279126, 2.013564], [-4.544226, 0.215909, 0.580181], [1.335592, 3.937849, -4.745814], [1.570638, 2.931753, -3.918021], [2.702401, 2.233075, -4.025408], [0.633436, 2.682065, -3.000689], [0.568160, 1.715579, -2.190184], [0.335203, 0.873243, -1.410101], [1.985135, 4.219021, -5.460910], [0.471267, 4.446077, -4.649601], [3.406371, 2.470523, -4.705045], [2.919651, 1.506396, -3.368215]],
  "forces_ev_per_angstrom": [[0.529, -0.295, -0.153], [-0.030, 0.020, -0.001], [-0.021, -0.012, -0.011], [0.024, -0.016, 0.017], [0.008, 0.020, 0.109], [-0.016, 0.202, 0.322], [-0.234, -0.249, -0.159], [0.084, 0.018, -0.268], [-0.017, -0.070, -0.027], [0.039, 0.139, 0.071], [-0.028, 0.002, 0.086], [0.001, 0.000, -0.005], [-0.005, 0.005, 0.015], [0.014, -0.005, -0.002], [0.045, -0.009, -0.020], [-0.008, -0.013, 0.005], [0.007, 0.001, 0.021], [-0.011, 0.006, -0.007], [-0.023, 0.033, -0.015], [0.006, 0.002, 0.004], [-0.003, 0.068, -0.002], [0.008, -0.003, -0.004], [-0.012, 0.014, -0.006], [0.016, -0.011, 0.012], [0.045, -0.038, -0.018], [0.019, 0.003, -0.009], [0.069, -0.004, 0.007], [-0.023, -0.090, -0.054], [-0.008, 0.109, 0.052], [0.224, 0.007, 0.013], [-0.198, 0.338, -0.076], [-0.249, -0.177, 0.077], [-0.018, 0.044, -0.018], [0.004, 0.011, 0.058], [-0.001, 0.001, 0.001], [0.001, 0.001, 0.017], [-0.003, 0.016, -0.002], [-0.017, -0.017, -0.011], [-0.006, -0.005, 0.012], [-0.024, -0.017, 0.025], [0.079, 0.003, -0.029], [0.002, 0.004, -0.041], [-0.014, 0.088, 0.077], [-0.272, 0.001, -0.062], [0.005, -0.142, -0.021], [0.004, 0.002, 0.009], [0.009, 0.004, -0.009], [0.001, -0.007, 0.001], [-0.002, 0.019, 0.020]],
  "total_charge": 2,
  "e_lumo_ev": [-7.6, -7.1],
  "spin_multiplicity": 2,
  "mol_weight_g_mol": 395.41,
  "homo_ev": [-14.8, -14.9],
  "orbital_gap_ev": [7.2150, 7.7613]
}

***

{
  "formula": "C10H21NaO10",
  "method": "ωB97M-V with the def2-TZVPD basis set",
  "elements": ["Na", "C", "O", "H", "H", "H", "C", "O", "C", "O", "O", "C", "H", "H", "H", "H", "H", "H", "C", "O", "C", "O", "O", "C", "H", "H", "H", "H", "H", "H", "C", "O", "C", "O", "O", "C", "H", "H", "H", "H", "H", "H"],
  "coordinates": [[3.656708, -0.216512, -0.724727], [0.722052, -1.240089, -0.014140], [1.850076, -1.901104, 0.434452], [0.368540, -1.702718, -0.935605], [-0.190688, -1.453409, 0.542177], [0.790860, -0.186058, -0.283190], [2.242298, 0.468488, 3.230648], [1.923874, 1.818417, 2.934891], [2.696206, 2.367537, 1.935477], [2.959506, 1.828648, 0.828250], [3.064328, 3.542362, 2.417954], [3.796885, 4.331062, 1.513171], [1.568658, 0.071499, 3.990062], [3.199112, 0.478676, 3.752654], [2.430585, -0.249731, 2.432642], [3.303795, 4.522185, 0.560052], [4.844513, 4.045548, 1.417938], [3.901316, 5.350521, 1.884533], [0.809412, 5.488929, -0.463746], [1.187562, 4.247130, -0.915871], [0.146656, 3.376209, -1.114209], [-1.025405, 3.512073, -0.709486], [0.584753, 2.362988, -1.852609], [-0.264312, 1.423535, -2.530925], [0.240697, 6.005412, -1.236992], [1.647154, 6.142545, -0.220680], [0.095197, 5.326853, 0.343549], [0.438900, 0.856204, -3.140621], [-0.979691, 1.939105, -3.171654], [-0.936150, 0.863783, -1.880228], [-1.778185, -4.079885, -0.516584], [-2.585869, -5.121958, -1.012507], [-3.857746, -5.100755, -0.743910], [-4.431876, -4.288973, -0.049990], [-4.354900, -6.135632, -1.336886], [-5.580642, -6.715394, -1.070838], [-1.078235, -4.656009, 0.088601], [-2.332857, -3.300772, 0.006316], [-1.343652, -3.553398, -1.366339], [-5.857029, -6.896572, -0.032137], [-5.612651, -7.654877, -1.622592], [-6.259757, -5.915865, -1.366898]],
  "forces_ev_per_angstrom": [[-0.351, 0.294, 0.574], [-0.226, -0.433, 0.002], [-0.566, 1.001, -0.699], [0.398, -0.643, -0.722], [0.105, 0.112, 0.817], [0.446, 0.283, 0.407], [1.170, -0.793, 1.352], [0.668, -0.028, -1.960], [-0.643, -1.553, -0.156], [-0.289, 1.266, 2.832], [-0.139, -0.718, -1.204], [1.072, 2.289, -0.750], [-0.448, 0.232, -0.522], [0.255, 0.115, 0.155], [-0.782, 0.402, -0.549], [-0.010, -0.898, -0.094], [-0.241, -0.727, -0.243], [-0.415, -0.152, 0.780], [-1.837, 1.736, 0.559], [-0.039, -2.873, -1.098], [-2.840, 0.811, 0.783], [3.531, -0.252, -1.147], [0.960, -0.141, 0.095], [-0.732, 0.912, -0.015], [-0.006, 0.095, -0.159], [0.166, -0.598, 0.195], [0.288, 0.553, 0.418], [-0.375, -0.251, 0.215], [0.298, 0.274, -0.239], [0.578, -0.310, 0.379], [0.144, 0.110, -0.013], [1.288, 0.345, -0.851], [-1.529, 0.927, 1.481], [0.043, -0.322, -0.313], [1.610, -1.725, -0.756], [-1.904, 0.985, 0.203], [0.483, 0.934, 0.166], [-0.184, -0.488, 0.461], [0.471, -0.366, -0.104], [0.796, -0.046, 0.305], [-0.259, 0.399, -0.132], [-0.953, -0.757, -0.454]],
  "total_charge": 1,
  "e_lumo_ev": [-4.2, -5.8],
  "spin_multiplicity": 2,
  "mol_weight_g_mol": 324.26,
  "homo_ev": [-12.5, -12.5],
  "orbital_gap_ev": [8.2646, 6.7024]
}